1.
# C27H82O14

A cluster of 14 separate species, C27H82O14 in total (the ωB97M-V functional and the def2-TZVPD basis, the OMol25 dataset).

Values from the calculation:
Molecular weight = 630.94 g mol⁻¹
Relative energy (zero: lowest compared OMol25 entry of this formula, charge and spin) = 2.28 kcal/mol
LUMO energy = 0.304 eV
Net charge = 0
HOMO energy = -0.3546 hartree

Element x y z (Å)
O1 -3.068 2.078 0.640
H1 -2.587 1.590 -0.046
H2 -2.678 1.761 1.482
O2 0.195 -0.600 4.057
H3 0.582 -1.287 3.489
H4 0.914 -0.357 4.648
O3 -2.149 1.179 3.090
H5 -1.441 0.591 3.419
H6 -2.080 1.970 3.639
O4 1.467 -2.692 2.467
H7 0.575 -3.071 2.613
H8 2.046 -3.459 2.421
O5 -3.491 -1.388 3.386
H9 -4.105 -1.054 4.047
H10 -3.039 -0.601 3.043
C1 0.751 0.430 0.032
C2 -0.347 -0.334 -0.685
C3 -1.111 -1.196 0.293
O6 -1.303 0.575 -1.247
H11 0.406 0.855 0.978
H12 1.254 1.216 -0.527
H13 1.455 -0.359 0.320
H14 0.055 -0.946 -1.497
H15 -1.896 -1.761 -0.212
H16 -1.558 -0.535 1.041
H17 -0.458 -1.884 0.832
H18 -0.895 1.056 -1.989
C4 -0.745 -5.650 2.379
C5 -1.459 -4.387 1.931
C6 -2.951 -4.526 1.727
O7 -1.211 -3.421 2.977
H19 0.323 -5.515 2.539
H20 -0.977 -6.426 1.642
H21 -1.129 -6.089 3.303
H22 -0.967 -3.996 1.030
H23 -3.160 -5.196 0.890
H24 -3.441 -3.583 1.473
H25 -3.442 -4.895 2.629
H26 -1.917 -2.766 2.999
C7 4.166 1.996 -2.153
C8 5.313 1.721 -1.188
C9 5.333 2.798 -0.102
O8 5.042 0.477 -0.533
H27 4.330 2.882 -2.774
H28 3.236 2.198 -1.616
H29 3.995 1.150 -2.822
H30 6.283 1.691 -1.691
H31 4.385 2.739 0.434
H32 5.301 3.733 -0.666
H33 6.173 2.713 0.579
H34 4.778 -0.185 -1.181
C10 5.055 2.311 3.634
C11 4.307 0.984 3.733
C12 3.096 0.877 2.808
O9 5.212 -0.079 3.422
H35 5.600 2.441 2.701
H36 5.786 2.286 4.445
H37 4.474 3.227 3.744
H38 4.060 0.881 4.799
H39 2.821 -0.162 2.609
H40 3.273 1.341 1.837
H41 2.207 1.331 3.256
H42 4.672 -0.873 3.471
C13 1.268 3.458 -4.639
C14 0.313 3.429 -3.470
C15 -0.922 4.351 -3.627
O10 -0.220 2.101 -3.319
H43 2.113 2.803 -4.418
H44 1.657 4.477 -4.733
H45 0.896 3.212 -5.635
H46 0.826 3.678 -2.542
H47 -0.583 5.390 -3.711
H48 -1.561 4.313 -2.750
H49 -1.415 4.115 -4.569
H50 -0.417 1.746 -4.190
C16 2.583 -4.233 -1.095
C17 2.568 -2.718 -0.872
C18 3.784 -2.298 -0.059
O11 2.656 -2.015 -2.105
H51 2.580 -4.799 -0.159
H52 3.454 -4.600 -1.640
H53 1.688 -4.544 -1.642
H54 1.644 -2.468 -0.343
H55 3.892 -2.704 0.948
H56 3.868 -1.211 -0.023
H57 4.688 -2.666 -0.555
H58 2.218 -2.540 -2.783
C19 -2.534 -3.645 -4.845
C20 -2.359 -2.140 -4.828
C21 -2.937 -1.554 -3.544
O12 -0.961 -1.801 -4.854
H59 -2.148 -4.121 -5.746
H60 -3.595 -3.875 -4.762
H61 -1.996 -4.024 -3.974
H62 -2.803 -1.691 -5.725
H63 -2.737 -0.496 -3.380
H64 -2.663 -2.177 -2.694
H65 -4.035 -1.576 -3.591
H66 -0.899 -0.849 -4.945
C22 -5.393 -2.485 -0.732
C23 -5.362 -1.324 0.213
C24 -5.263 0.043 -0.466
O13 -6.582 -1.394 0.985
H67 -4.432 -2.635 -1.227
H68 -6.140 -2.371 -1.522
H69 -5.684 -3.396 -0.207
H70 -4.538 -1.413 0.931
H71 -5.358 0.864 0.240
H72 -6.074 0.097 -1.198
H73 -4.318 0.130 -1.005
H74 -6.490 -0.709 1.656
C25 0.208 4.167 1.578
C26 -0.427 5.556 1.744
C27 -1.928 5.586 1.565
O14 -0.094 5.893 3.116
H75 0.115 3.882 0.523
H76 -0.277 3.437 2.225
H77 1.274 4.168 1.797
H78 0.030 6.233 1.015
H79 -2.253 6.623 1.635
H80 -2.437 4.934 2.270
H81 -2.123 5.223 0.552
H82 0.320 6.761 3.130

Here are the Mulliken charges for atoms 1 to 99, given in e:
1 O -0.5718
2 H 0.2792
3 H 0.3724
4 O -0.5946
5 H 0.4034
6 H 0.2894
7 O -0.7843
8 H 0.2708
9 H 0.2682
10 O -0.6017
11 H 0.1110
12 H 0.2956
13 O -0.6659
14 H 0.2728
15 H 0.3450
16 C 0.2045
17 C 0.7712
18 C 0.3996
19 O -0.4413
20 H 0.0663
21 H -0.1681
22 H -0.4483
23 H 0.1290
24 H 0.0164
25 H -0.3861
26 H -0.3612
27 H 0.2821
28 C -1.5833
29 C 1.4724
30 C -1.2476
31 O -0.6376
32 H 0.3270
33 H 0.3852
34 H 0.3492
35 H -0.1617
36 H 0.4316
37 H 0.0793
38 H 0.3572
39 H 0.2243
40 C -1.2440
41 C 0.3739
42 C -0.9976
43 O -0.4851
44 H 0.4769
45 H 0.1187
46 H 0.4511
47 H 0.2723
48 H -0.0396
49 H 0.3959
50 H 0.3394
51 H 0.2483
52 C -1.2500
53 C 0.6611
54 C 0.1695
55 O -0.5755
56 H 0.1212
57 H 0.4089
58 H 0.3179
59 H 0.1801
60 H -0.3293
61 H -0.3782
62 H 0.3464
63 H 0.2865
64 C -1.5307
65 C 0.7666
66 C -1.4593
67 O -0.2270
68 H 0.2922
69 H 0.4019
70 H 0.4327
71 H 0.1778
72 H 0.4047
73 H 0.3053
74 H 0.3364
75 H 0.0955
76 C -1.6546
77 C 2.7983
78 C -1.1713
79 O -0.5016
80 H 0.3229
81 H 0.3925
82 H 0.4811
83 H -1.2572
84 H 0.1894
85 H -0.1442
86 H 0.4704
87 H 0.3305
88 C -1.4320
89 C 0.4814
90 C -0.7448
91 O -0.5096
92 H 0.3886
93 H 0.3357
94 H 0.3122
95 H 0.2642
96 H 0.2667
97 H -0.0749
98 H 0.4739
99 H 0.2417



2.
# C3H8N2OS

A structure of composition C3H8N2OS (the ωB97M-V functional and the def2-TZVPD basis, the OMol25 dataset).

Values from the calculation:
Molecular weight = 120.18 g mol⁻¹
Relative energy (zero: lowest compared OMol25 entry of this formula, charge and spin) = 172.74 kcal/mol
LUMO energy = -0.090 eV
Net charge = 0
HOMO energy = -0.3116 hartree

Element x y z (Å)
C1 -2.563 -0.769 0.576
C2 0.272 -0.233 -0.848
C3 1.850 0.440 -0.749
H1 -2.765 -1.074 1.748
H2 -1.832 -1.421 0.120
H3 -3.520 -0.887 -0.075
H4 0.374 0.741 0.552
H5 2.692 -0.481 -1.428
H6 1.743 1.561 -1.546
H7 2.295 1.732 1.244
H8 2.067 -0.514 1.415
N1 -0.472 0.415 0.005
N2 2.132 0.629 0.672
O1 -0.175 -1.002 -1.693
S1 -2.099 0.861 0.008

Mulliken atomic charges, in units of e:
1 C -0.6707
2 C 0.4444
3 C -0.3181
4 H 0.2330
5 H 0.2155
6 H 0.2714
7 H 0.4815
8 H 0.2416
9 H 0.2462
10 H 0.3014
11 H 0.3287
12 N -0.3467
13 N -0.7512
14 O -0.6270
15 S -0.0500



3.
# C25H48BrNO2P2W

A structure of composition C25H48BrNO2P2W (the ωB97M-V functional and the def2-TZVPD basis, the OMol25 dataset).

Values from the calculation:
Multiplicity = 3
Molecular weight = 720.36 g mol⁻¹
Relative energy (zero: lowest compared OMol25 entry of this formula, charge and spin) = 21.07 kcal/mol
LUMO energy (spin up / spin down) = -15.792 / -17.195 eV
Net charge = +4
HOMO energy (spin up / spin down) = -0.7867 / -0.7852 hartree

Element x y z (Å)
W1 -0.112 -0.126 -0.026
C1 1.876 -0.270 -0.418
O1 3.030 -0.317 -0.596
C2 -2.060 0.221 0.452
O2 -3.150 0.495 0.769
P1 -0.068 2.135 -1.079
C3 -0.428 2.117 -2.920
H1 -0.417 3.154 -3.274
C4 -1.387 3.315 -0.453
H2 -2.279 2.680 -0.528
C5 1.610 2.973 -1.038
H3 2.218 2.219 -1.557
C6 1.386 -3.354 1.145
P2 -0.133 -2.546 0.421
H4 -0.859 -4.079 -1.404
H5 2.130 -3.172 0.360
C7 -1.574 -3.380 1.268
H6 -1.343 -4.452 1.314
C8 -1.200 3.650 1.034
H7 -2.124 4.088 1.429
H8 -0.400 4.383 1.174
H9 -0.960 2.763 1.623
C9 -1.652 4.588 -1.269
H10 -0.821 5.294 -1.202
H11 -2.542 5.088 -0.870
H12 -1.838 4.380 -2.327
C10 1.744 4.299 -1.800
H13 1.323 4.256 -2.808
H14 2.806 4.557 -1.892
H15 1.257 5.116 -1.260
C11 2.184 3.104 0.380
H16 3.246 3.370 0.316
H17 2.095 2.173 0.939
H18 1.676 3.890 0.945
C12 0.650 1.336 -3.684
H19 1.622 1.834 -3.643
H20 0.366 1.237 -4.738
H21 0.776 0.329 -3.271
C13 -1.825 1.533 -3.174
H22 -1.906 0.522 -2.763
H23 -2.022 1.481 -4.252
H24 -2.611 2.139 -2.716
C14 1.257 -4.867 1.363
H25 0.869 -5.383 0.478
H26 0.592 -5.089 2.204
H27 2.239 -5.295 1.598
C15 1.888 -2.634 2.405
H28 1.216 -2.783 3.255
C16 -0.908 -2.025 -2.103
H29 1.981 -1.559 2.234
H30 2.872 -3.028 2.683
C17 1.135 -3.489 -1.978
H31 -0.276 -1.100 -2.026
H32 -0.952 -2.202 -3.185
H33 -1.917 -1.820 -1.746
C18 -0.228 -3.183 -1.348
H34 1.006 -3.718 -3.043
H35 1.621 -4.349 -1.509
H36 1.808 -2.629 -1.899
C19 -2.879 -3.198 0.480
H37 -3.117 -2.139 0.355
H38 -3.704 -3.662 1.033
H39 -2.836 -3.669 -0.507
C20 -1.727 -2.825 2.692
H40 -1.846 -1.737 2.665
H41 -0.861 -3.054 3.317
H42 -2.614 -3.258 3.168
H43 -0.308 -1.877 -5.500
H44 -0.301 -1.160 -5.697
Br1 0.059 -1.682 5.546
C21 0.487 -0.238 4.365
C22 0.926 0.926 4.925
C23 1.099 1.982 4.086
C24 0.898 1.823 2.706
N1 0.657 0.612 2.014
C25 0.335 -0.317 2.959
H45 1.043 1.035 5.996
H46 1.324 2.957 4.506
H47 0.891 2.780 2.324
H48 -0.014 -1.176 2.577

Mulliken atomic charges, in units of e:
1 W 2.7280
2 C 0.1765
3 O -0.2324
4 C 0.4565
5 O -0.2718
6 P 0.5031
7 C 0.1237
8 H 0.5765
9 C 0.3671
10 H 0.4096
11 C 0.3951
12 H 0.5325
13 C 0.4703
14 P -0.4052
15 H 0.8700
16 H 0.7556
17 C 0.3133
18 H 0.7372
19 C -1.5443
20 H 0.5299
21 H 0.2955
22 H 0.2094
23 C -1.4218
24 H 0.2822
25 H 0.4677
26 H 0.3625
27 C -1.5942
28 H 0.3517
29 H 0.4694
30 H 0.3779
31 C -1.5072
32 H 0.5427
33 H 0.1126
34 H 0.3223
35 C -1.3491
36 H 0.3201
37 H 0.5402
38 H 0.1129
39 C -1.3144
40 H 0.0668
41 H 0.5436
42 H 0.3166
43 C -1.7335
44 H 0.4018
45 H 0.4340
46 H 0.4565
47 C -1.4303
48 H 0.2177
49 C -1.3387
50 H 0.4754
51 H 0.4790
52 C -1.6161
53 H 0.0034
54 H 0.5618
55 H 0.2784
56 C 0.2963
57 H 0.4975
58 H 0.4040
59 H 0.3058
60 C -1.3446
61 H 0.2169
62 H 0.4906
63 H 0.3801
64 C -1.2640
65 H 0.3106
66 H 0.1716
67 H 0.4965
68 H 0.0475
69 H -0.0024
70 Br 0.3177
71 C -0.3011
72 C -0.5295
73 C -1.8665
74 C 0.1359
75 N 0.5014
76 C 1.0554
77 H 0.5460
78 H 0.5542
79 H 0.3665
80 H -0.9746



4.
# C22H40F6O12S2V

A structure of composition C22H40F6O12S2V (the ωB97M-V functional and the def2-TZVPD basis, the OMol25 dataset).

Values from the calculation:
Multiplicity = 3
Molecular weight = 725.62 g mol⁻¹
LUMO energy (spin up / spin down) = 2.517 / 2.514 eV
Net charge = -1
HOMO energy (spin up / spin down) = -0.0605 / -0.2026 hartree

Element x y z (Å)
O1 36.619 -21.326 -20.052
V1 36.136 -21.692 -21.488
C1 36.241 -17.479 -23.432
F1 35.754 -16.957 -22.273
F2 35.258 -17.923 -24.195
F3 36.932 -16.494 -24.106
S1 37.503 -18.958 -23.142
O2 38.690 -18.439 -22.434
O3 36.712 -20.019 -22.458
O4 37.884 -19.479 -24.439
C2 35.261 -26.343 -20.979
F4 34.046 -26.258 -21.545
F5 35.259 -27.373 -20.187
F6 36.198 -26.368 -22.002
S2 35.555 -24.738 -19.872
O5 35.567 -23.638 -20.865
O6 34.426 -24.672 -18.932
O7 36.820 -24.869 -19.204
C3 34.367 -22.485 -25.553
C4 35.131 -23.799 -25.371
C5 35.651 -23.710 -23.968
O8 35.628 -22.326 -23.543
C6 35.033 -21.531 -24.555
H1 33.299 -22.452 -25.338
H2 34.476 -22.182 -26.594
H3 35.978 -23.855 -26.055
H4 34.539 -24.697 -25.543
H5 36.669 -24.099 -24.007
H6 35.055 -24.307 -23.277
H7 35.763 -20.950 -25.119
H8 34.439 -20.707 -24.161
C7 36.369 -16.103 -18.974
C8 37.674 -16.523 -19.607
C9 37.677 -18.058 -19.395
O9 36.290 -18.422 -19.639
C10 35.512 -17.399 -19.050
H9 35.903 -15.294 -19.536
H10 36.432 -15.815 -17.924
H11 38.478 -15.934 -19.166
H12 37.716 -16.191 -20.644
H13 37.948 -18.326 -18.373
H14 38.403 -18.550 -20.043
H15 35.156 -17.615 -18.043
H16 34.601 -17.269 -19.634
C11 40.087 -23.133 -23.187
C12 40.090 -23.819 -21.834
C13 38.648 -23.769 -21.431
O10 38.076 -22.588 -22.069
C14 39.010 -22.057 -23.045
H17 39.820 -23.806 -24.001
H18 41.098 -22.859 -23.489
H19 40.730 -23.279 -21.136
H20 40.466 -24.837 -21.934
H21 38.581 -23.669 -20.348
H22 38.134 -24.646 -21.824
H23 39.382 -21.118 -22.637
H24 38.606 -21.922 -24.048
C15 32.263 -20.044 -22.122
C16 31.889 -21.501 -21.859
C17 32.960 -21.983 -20.989
O11 34.115 -21.204 -21.299
C18 33.623 -19.858 -21.347
H25 31.529 -19.325 -21.758
H26 32.501 -19.860 -23.169
H27 32.050 -22.094 -22.759
H28 30.943 -21.619 -21.330
H29 33.119 -23.050 -21.144
H30 32.788 -21.949 -19.914
H31 34.254 -19.138 -21.870
H32 33.491 -19.490 -20.330
C19 33.815 -20.178 -16.189
C20 35.304 -20.285 -15.960
C21 35.770 -21.105 -17.174
O12 34.734 -20.919 -18.191
C22 33.607 -20.222 -17.655
H33 33.279 -19.325 -15.775
H34 33.332 -20.999 -15.659
H35 35.453 -20.786 -15.004
H36 35.791 -19.311 -15.941
H37 35.876 -22.158 -16.913
H38 36.755 -20.755 -17.485
H39 32.645 -20.681 -17.882
H40 33.578 -19.217 -18.076

Mulliken atomic charges, in units of e:
1 O -0.6275
2 V 0.1596
3 C 0.4520
4 F -0.1505
5 F -0.2125
6 F -0.2668
7 S 1.1193
8 O -0.7111
9 O -0.4717
10 O -0.6783
11 C 0.5306
12 F -0.2371
13 F -0.2175
14 F -0.2194
15 S 1.0584
16 O -0.8207
17 O -0.7143
18 O -0.7089
19 C -0.8442
20 C -0.7185
21 C 0.0509
22 O 0.4820
23 C -0.0825
24 H 0.2570
25 H 0.3712
26 H 0.3581
27 H 0.3472
28 H -0.0941
29 H -0.0248
30 H 0.2395
31 H -0.1203
32 C -0.6263
33 C -0.6040
34 C -0.5931
35 O 0.3082
36 C -0.4664
37 H 0.2471
38 H 0.3276
39 H 0.4310
40 H 0.1543
41 H 0.3885
42 H 0.1950
43 H 0.0832
44 H 0.3407
45 C -0.8695
46 C -0.5018
47 C -0.3651
48 O 0.6236
49 C -0.4320
50 H 0.2581
51 H 0.4129
52 H 0.3001
53 H 0.3705
54 H 0.0781
55 H 0.0687
56 H 0.3557
57 H 0.1055
58 C -0.9296
59 C -0.4379
60 C -0.5000
61 O 1.4835
62 C 0.4119
63 H 0.4039
64 H 0.3208
65 H 0.1542
66 H 0.3555
67 H 0.0789
68 H 0.1326
69 H -0.4207
70 H -0.2289
71 C -0.9373
72 C -0.5548
73 C -0.4214
74 O 0.2262
75 C -0.4366
76 H 0.3523
77 H 0.3813
78 H 0.3574
79 H 0.2129
80 H 0.3526
81 H 0.0954
82 H 0.2331
83 H 0.2188



5.
# C6H7LiMgO6

A structure of composition C6H7LiMgO6 (the ωB97M-V functional and the def2-TZVPD basis, the OMol25 dataset).

Values from the calculation:
Molecular weight = 206.36 g mol⁻¹
Relative energy (zero: lowest compared OMol25 entry of this formula, charge and spin) = 60.63 kcal/mol
LUMO energy = -9.708 eV
Net charge = +2
HOMO energy = -0.6151 hartree

Element x y z (Å)
Mg1 -1.934 0.615 2.517
O1 -1.401 0.239 0.671
O2 -0.370 2.184 -0.245
C1 -0.656 3.379 0.486
C2 -0.027 3.092 1.840
O3 -0.230 1.668 1.964
C3 -0.369 1.122 0.616
H1 -0.197 4.222 -0.038
H2 -1.743 3.526 0.559
H3 -0.524 3.592 2.676
H4 1.050 3.297 1.855
Li1 -0.531 -3.385 -4.458
O4 -0.935 -3.342 -2.441
O5 0.195 -1.934 -1.099
C4 0.673 -0.733 -0.983
C5 0.532 -0.019 0.281
O6 0.702 -2.137 -3.344
C6 -0.066 -2.477 -2.448
H5 1.562 -0.608 -1.622
H6 0.688 -0.734 1.104
H7 1.445 0.552 -0.458

Mulliken atomic charges, in units of e:
1 Mg 1.3297
2 O -1.0173
3 O -0.3972
4 C -0.3992
5 C -0.2904
6 O -0.6581
7 C 1.9423
8 H 0.3300
9 H 0.2440
10 H 0.3187
11 H 0.2656
12 Li 0.9090
13 O -0.7033
14 O -0.1604
15 C -0.0615
16 C -0.7066
17 O -0.7317
18 C 0.9115
19 H 0.3820
20 H 0.3228
21 H 0.1701



6.
# C3H2N2OS

A structure of composition C3H2N2OS (the ωB97M-V functional and the def2-TZVPD basis, the OMol25 dataset).

Values from the calculation:
Molecular weight = 114.13 g mol⁻¹
Relative energy (zero: lowest compared OMol25 entry of this formula, charge and spin) = 182.79 kcal/mol
LUMO energy (spin up / spin down) = -3.245 / -3.245 eV
Net charge = 0
HOMO energy (spin up / spin down) = -0.3807 / -0.3807 hartree

Element x y z (Å)
C1 0.535 -0.539 1.156
C2 0.844 -0.754 -0.300
C3 -0.275 0.439 1.476
N1 -0.628 2.347 -1.265
N2 0.180 -0.184 -1.210
O1 -2.206 0.386 -0.544
S1 -0.882 0.978 -0.748
H1 0.994 -1.145 2.042
H2 1.438 -1.527 -0.607

Mulliken atomic charges, in units of e:
1 C -0.1036
2 C -0.0754
3 C -0.0853
4 N -0.3834
5 N -0.2851
6 O -0.4409
7 S 0.6091
8 H 0.2936
9 H 0.4709